125
Properties=species:S:1:pos:R:3:forces:R:3 method="wB97M-V/def2-TZVPD" e_homo_ha=-0.2028 de_lowest_kj_mol=40.8 total_energy_ev=-108392.2421 gap_ha=0.199 charge=0
La -0.95557 0.95765 0.38344 -0.53 -0.88 -0.54
C 1.36335 -2.23260 -4.37577 -0.11 0.10 0.03
N 0.43984 -1.29191 -3.74991 0.13 -0.02 -0.05
C 0.46901 -0.77382 -2.47982 0.00 -0.14 -0.24
N -0.56631 0.02342 -2.27322 0.06 0.01 -0.20
C -1.28865 0.02824 -3.44669 0.02 0.14 -0.01
C -0.67135 -0.78194 -4.36859 -0.01 -0.17 0.05
C -1.12284 -1.19070 -5.71404 -0.01 -0.02 0.06
C -2.39745 -1.74061 -5.85486 0.01 0.00 -0.01
C -2.85703 -2.13421 -7.10306 0.02 0.01 0.02
C -2.04855 -1.98515 -8.22332 -0.02 0.00 0.01
C -0.78193 -1.43303 -8.09150 0.01 0.00 0.01
C -0.32236 -1.03549 -6.84298 0.00 0.03 -0.05
C -2.49183 0.82846 -3.78041 0.03 0.09 0.02
C -2.42581 1.67153 -4.89718 0.05 0.04 0.06
C -3.53996 2.37684 -5.31647 -0.02 0.01 0.00
C -4.73992 2.25233 -4.62177 0.04 -0.04 0.02
C -4.81030 1.42585 -3.51208 0.02 0.01 -0.01
C -3.69403 0.71114 -3.09050 -0.01 -0.14 0.01
P 1.80942 -1.26603 -1.36640 -0.22 0.03 0.06
C 2.38555 0.25805 -0.57228 0.22 -0.01 0.21
N 1.78009 1.04657 0.30772 0.37 0.19 0.01
C 2.74373 1.90617 0.78950 0.02 0.09 -0.21
C 3.94756 1.63460 0.17674 -0.01 -0.10 0.10
N 3.70872 0.58256 -0.67179 0.14 -0.06 -0.23
C 4.70919 -0.05507 -1.52674 -0.10 0.05 0.12
C 5.28351 2.21560 0.42286 -0.01 -0.02 -0.03
C 5.75834 2.30136 1.73286 -0.01 -0.05 -0.03
C 7.00024 2.85817 1.99476 -0.01 0.00 -0.03
C 7.78831 3.33201 0.95281 -0.02 0.00 0.05
C 7.32643 3.24839 -0.35215 -0.02 -0.02 -0.04
C 6.08024 2.69570 -0.61558 -0.05 0.07 -0.02
C 2.55892 2.95915 1.81046 -0.02 -0.06 -0.02
C 2.02555 2.65236 3.05810 0.01 -0.05 -0.02
C 1.95611 3.62545 4.04433 0.00 0.03 0.00
C 2.41441 4.91198 3.79137 0.00 -0.03 -0.03
C 2.94005 5.22469 2.54365 0.00 0.02 0.00
C 3.01486 4.25179 1.55805 0.00 -0.01 0.01
C 0.97496 -2.12864 0.00149 0.07 -0.23 0.08
N 0.19718 -1.68692 0.97347 0.03 -0.03 0.13
C -0.03029 -2.76350 1.80749 -0.11 0.05 -0.04
C 0.61820 -3.87103 1.31303 0.02 -0.04 -0.10
N 1.25157 -3.46008 0.16799 0.11 -0.06 -0.11
C 1.97603 -4.32103 -0.76330 -0.05 0.11 0.10
C 0.66193 -5.26188 1.80932 0.02 0.05 -0.05
C 1.87139 -5.85179 2.17680 -0.02 -0.02 0.02
C 1.90010 -7.15222 2.66229 -0.01 0.04 -0.02
C 0.71896 -7.87230 2.78731 0.00 0.03 -0.01
C -0.48784 -7.29032 2.42188 0.00 0.00 0.00
C -0.51750 -5.99206 1.93300 -0.05 0.02 0.00
C -0.81853 -2.75649 3.06541 0.04 0.12 0.05
C -2.08153 -2.16742 3.14903 -0.07 -0.07 -0.08
C -2.79421 -2.19200 4.34287 0.06 0.00 0.03
C -2.26675 -2.81581 5.46536 -0.01 0.02 -0.05
C -1.01538 -3.41356 5.38839 0.00 -0.02 0.01
C -0.29779 -3.38140 4.20299 0.11 0.09 0.00
H 2.02800 -2.64654 -3.62840 0.04 -0.02 0.12
H 1.96461 -1.73905 -5.13662 0.00 0.04 0.00
H 0.80194 -3.03677 -4.84562 -0.05 0.00 0.00
H -3.02534 -1.84759 -4.97749 0.02 0.00 -0.04
H -3.84889 -2.55930 -7.19932 0.04 0.03 0.00
H -2.40847 -2.29222 -9.19879 0.02 0.02 0.06
H -0.15393 -1.30118 -8.96457 -0.02 0.00 0.04
H 0.65474 -0.57457 -6.75380 -0.01 -0.01 0.01
H -1.48785 1.77571 -5.43317 -0.04 -0.03 0.03
H -3.47428 3.02458 -6.18289 0.00 -0.02 0.04
H -5.61346 2.80439 -4.94678 0.02 0.00 0.02
H -5.73151 1.33759 -2.94950 0.02 0.00 -0.03
H -3.75753 0.04706 -2.23734 0.02 0.06 0.05
H 5.69512 0.14495 -1.12115 0.02 0.03 0.05
H 4.65847 0.33149 -2.54324 -0.02 0.05 -0.02
H 4.54869 -1.12716 -1.55254 -0.06 -0.05 0.02
H 5.14375 1.93119 2.54501 0.01 0.04 -0.03
H 7.35335 2.92140 3.01636 -0.01 0.00 -0.03
H 8.75630 3.77234 1.15936 -0.04 -0.03 -0.01
H 7.93250 3.62176 -1.16904 -0.04 -0.01 0.04
H 5.71211 2.66514 -1.63582 0.02 -0.01 0.05
H 1.66600 1.64742 3.24469 0.03 0.06 0.02
H 1.53979 3.38121 5.01458 -0.01 0.01 -0.04
H 2.34606 5.67420 4.55841 -0.01 -0.03 -0.02
H 3.27996 6.23371 2.33504 -0.01 -0.09 0.02
H 3.42606 4.49486 0.58364 -0.02 -0.01 0.05
H 1.89083 -5.34799 -0.42676 -0.04 -0.05 0.05
H 3.02950 -4.05307 -0.80910 0.03 0.04 0.02
H 1.54675 -4.24887 -1.75953 -0.05 0.02 -0.03
H 2.79009 -5.27944 2.10067 -0.03 -0.02 0.00
H 2.84335 -7.59987 2.95136 -0.03 0.02 -0.01
H 0.73916 -8.88410 3.17317 0.00 0.03 -0.02
H -1.41006 -7.85066 2.51615 0.03 0.03 0.00
H -1.45726 -5.53085 1.64894 0.05 -0.02 0.02
H -2.51578 -1.73362 2.25239 0.05 0.05 0.04
H -3.77152 -1.72519 4.38720 0.03 -0.03 -0.02
H -2.82676 -2.83978 6.39245 0.02 0.01 -0.03
H -0.59273 -3.90226 6.25789 0.00 0.02 -0.03
H 0.68885 -3.82848 4.16850 -0.03 0.00 -0.04
C -5.89953 1.50679 1.17283 0.12 -0.04 -0.12
C -4.61148 0.95068 0.58016 -0.21 0.00 -0.11
S -3.52077 2.15680 -0.12014 -0.06 -0.09 0.27
C -4.38030 -0.37533 0.57937 -0.12 -0.07 0.02
C -5.39303 -1.35173 1.14342 0.10 0.07 -0.05
S -2.90209 -1.13354 -0.05512 0.03 0.04 0.13
H -5.87490 2.59254 1.15662 0.00 0.04 0.02
H -6.03895 1.18393 2.20848 0.00 0.00 -0.03
H -6.77881 1.18089 0.60570 0.04 0.02 0.03
H -6.41054 -0.95690 1.10990 0.06 -0.05 0.02
H -5.16815 -1.60601 2.18775 -0.02 0.00 -0.06
H -5.36037 -2.28358 0.57645 -0.02 0.02 0.02
O -0.26221 0.40395 3.23832 -0.09 0.06 -0.37
H -0.61345 -0.43682 3.55746 -0.05 -0.08 0.07
H -0.67625 1.09918 3.76782 0.00 0.03 -0.09
O -1.07286 2.93407 -1.77580 0.29 -0.04 0.31
H -1.86432 2.54653 -2.18230 -0.07 -0.02 0.02
H -1.41731 3.70396 -1.30377 -0.04 0.02 0.02
N -1.02242 7.50143 4.87574 -0.01 -0.18 -0.13
C -1.08934 6.56498 4.20702 -0.01 0.03 0.02
C -1.13638 5.38622 3.38085 0.04 0.02 0.00
C -1.82119 4.24505 3.80104 -0.01 0.01 0.08
C -1.78253 3.10014 3.02190 0.06 0.04 0.05
C -1.05756 3.00252 1.82185 -0.01 0.79 0.44
C -0.43395 4.19212 1.41682 0.03 0.01 0.02
C -0.45752 5.35969 2.16386 -0.05 0.12 -0.02
H -2.37863 4.26808 4.73043 0.01 0.01 -0.01
H -2.37484 2.25066 3.36780 -0.02 0.01 -0.02
H 0.13150 4.22082 0.48252 0.01 -0.01 0.06
H 0.05756 6.25136 1.82433 -0.01 -0.03 0.01

50
Properties=species:S:1:pos:R:3:forces:R:3 method="wB97M-V/def2-TZVPD" e_homo_ha=-0.3006 de_lowest_kj_mol=43.4 total_energy_ev=-44171.5618 gap_ha=0.315 smiles=OCCNc1nc(NCc2nc3c(F)c(F)ccc3[nH]2)c2ncn(-c3cccc(F)c3)c2n1 charge=0
O 5.88860 1.58191 1.83682 -0.94 0.20 -1.29
C 5.10151 2.73830 1.29303 -0.01 -0.93 2.05
C 3.56731 2.50712 1.58195 0.94 -0.78 1.70
N 3.13115 1.09562 1.18679 2.13 3.16 0.60
C 2.02011 0.95007 0.44437 0.51 4.40 2.53
N 1.71874 -0.25762 0.33730 -1.28 -5.66 -1.09
C 0.75344 -0.52595 -0.47549 -1.82 -3.35 -3.57
N 0.51110 -1.83506 -0.96667 0.32 -0.81 1.65
C 0.91370 -3.12377 -0.26773 -1.49 0.90 -1.43
C -0.22476 -4.09598 0.13663 -1.24 2.26 -1.64
N -0.11089 -5.36177 0.06264 -1.80 -2.22 1.13
C -1.41942 -5.84696 0.52156 1.72 0.76 -0.38
C -2.01931 -7.04086 0.81731 2.12 -2.76 -1.36
F -1.46008 -8.23952 0.51841 0.47 0.41 0.16
C -3.26104 -7.12521 1.30124 -3.33 0.04 0.90
F -3.88962 -8.31377 1.52467 0.90 0.04 -0.22
C -4.05826 -6.01562 1.55539 -0.03 -0.42 0.77
C -3.46717 -4.79237 1.30278 -2.92 -0.33 1.23
C -2.23872 -4.76639 0.77830 0.69 -1.20 -0.42
N -1.56775 -3.69438 0.43888 3.07 4.52 -0.35
C -0.00740 0.45460 -1.14621 1.65 -0.46 1.04
N -0.92135 0.31303 -2.16068 -1.01 0.78 0.56
C -1.38287 1.52739 -2.28913 0.96 -0.13 -0.10
N -0.68888 2.45296 -1.51450 0.94 -0.64 1.20
C -1.03201 3.77634 -1.42089 0.28 3.21 -0.04
C -2.33694 4.22455 -1.63622 0.42 1.91 0.43
C -2.68544 5.57160 -1.50955 2.53 2.01 0.79
C -1.63208 6.58316 -1.19490 -0.84 -2.81 -0.49
C -0.34642 6.10886 -0.96545 -3.73 -2.92 -1.61
F 0.62298 6.86540 -0.64245 2.33 2.31 0.79
C -0.06810 4.76248 -1.14606 0.86 -1.18 1.05
C 0.28169 1.74494 -0.71491 -1.68 -1.47 -1.94
N 1.27202 2.01848 0.12941 0.01 1.49 -0.85
H 5.79717 0.78018 1.24515 0.08 1.68 0.76
H 5.29009 2.83930 0.26021 0.18 -0.04 -1.34
H 5.54932 3.66385 1.79237 -0.93 -1.36 -0.41
H 3.44175 2.60396 2.71016 0.18 -0.30 -1.25
H 2.88746 3.29385 1.18060 0.67 -0.99 -0.23
H 3.72348 0.25638 1.36409 -1.09 1.39 -0.07
H -0.10970 -1.88980 -1.76667 0.04 0.09 0.36
H 1.31309 -2.79577 0.62662 1.08 0.74 1.99
H 1.73397 -3.64113 -0.78279 -0.64 -0.12 -0.10
H -5.03689 -6.26947 2.04140 0.96 0.88 -0.67
H -3.90659 -3.85664 1.57765 -0.57 0.32 0.00
H -1.95317 -2.72764 0.57921 1.08 -1.45 -0.31
H -2.14698 1.87557 -2.98419 0.34 -0.24 0.21
H -3.09892 3.58538 -1.93047 -1.26 -1.34 -0.19
H -3.73010 5.89952 -1.55439 0.54 -0.19 -0.33
H -1.67834 7.64043 -1.20625 -1.03 0.89 0.18
H 0.96053 4.50046 -0.86938 -0.38 -0.32 -0.40

16
Properties=species:S:1:pos:R:3:forces:R:3 method="wB97M-V/def2-TZVPD" e_homo_ha=-0.3149 de_lowest_kj_mol=386.7 total_energy_ev=-7854.1520 gap_ha=0.335 smiles="C=N/C=C1/C[C@@H]1C" charge=0
C 2.55620 -0.99790 -0.05167 -0.75 -1.24 -2.47
N 2.47748 0.25368 0.01589 2.80 -1.23 -0.39
C 1.44046 1.01605 0.33768 -1.55 3.09 1.11
C 0.20106 0.91724 -0.08948 -0.68 -1.69 0.46
C -1.11410 1.46107 0.03262 -2.45 1.90 0.72
C -0.95552 0.08735 -0.54659 0.20 -0.36 -0.08
C -1.55370 -1.10622 0.22271 -2.25 1.64 0.94
H 1.69021 -1.72180 -0.00800 0.50 0.78 0.83
H 3.38885 -1.42854 -0.66836 -0.20 0.39 1.22
H 1.67496 2.01486 0.82308 0.00 -1.35 -0.37
H -1.42570 2.40468 -0.48849 0.39 -1.25 -0.18
H -1.74835 1.37890 0.93470 0.99 0.36 0.17
H -1.25860 -0.08210 -1.57306 0.69 0.39 -0.38
H -1.45246 -1.27202 1.35602 0.23 0.80 -1.72
H -1.23441 -1.96421 -0.28403 0.38 -1.58 -0.51
H -2.68640 -0.96103 -0.01303 1.69 -0.66 0.67